{
  "formula": "C6H12AlF4N2O14S4",
  "method": "ωB97M-V/def2-TZVPD",
  "homo_energy_ha": -0.5129,
  "total_charge": 1,
  "gap_ev": 3.24,
  "energy_ev": -98852.766,
  "elements": ["Al", "N", "S", "O", "O", "F", "S", "O", "O", "F", "N", "S", "O", "O", "F", "S", "O", "O", "F", "C", "O", "C", "O", "O", "C", "H", "H", "H", "H", "H", "H", "C", "O", "C", "O", "O", "C", "H", "H", "H", "H", "H", "H"],
  "coordinates": [[-0.41133, -0.46312, 0.74357], [0.14611, -0.58756, -1.91691], [1.23280, 0.10768, -2.88054], [0.73225, 1.10208, -3.73918], [2.30268, -0.73310, -3.28811], [1.96641, 0.91888, -1.73345], [-0.47884, -1.70433, -3.04811], [0.32847, -2.75401, -3.50029], [-1.35911, -1.06586, -3.95291], [-1.45841, -2.29081, -1.96065], [0.84412, 1.30128, 2.32144], [2.04364, 2.43277, 2.04341], [3.31697, 2.14757, 2.58692], [1.64357, 3.78376, 2.02467], [2.12502, 2.05578, 0.51479], [0.79814, 1.40174, 3.93187], [0.24180, 2.58409, 4.44319], [1.84082, 0.69239, 4.56508], [-0.42170, 0.36587, 4.05423], [4.66143, 0.27642, -0.68331], [4.60072, -0.45633, 0.56025], [3.52071, -1.01760, 1.00433], [2.39370, -0.97610, 0.50210], [3.78566, -1.67223, 2.10793], [2.72509, -2.14781, 2.93505], [4.40722, -0.37193, -1.51331], [5.68351, 0.64421, -0.67591], [4.07608, 1.19046, -0.64231], [3.21330, -2.42149, 3.86284], [2.21793, -2.99475, 2.47202], [1.96923, -1.39134, 3.15024], [-4.38105, -1.19698, -2.55398], [-4.88260, -0.32424, -1.54061], [-4.04872, 0.21592, -0.69084], [-2.83620, 0.03482, -0.66999], [-4.61227, 1.08523, 0.11532], [-5.94152, 1.54424, -0.07712], [-5.10567, -1.22408, -3.36814], [-4.37180, -2.23305, -2.21801], [-3.45561, -0.83055, -2.97861], [-6.65054, 0.73179, -0.24915], [-6.09812, 2.24154, -0.89843], [-6.30384, 1.99874, 0.84060]],
  "forces_ev_per_angstrom": [[1.62, 0.86, -0.97], [-1.37, -0.48, -1.21], [5.49, 2.57, 1.69], [-1.28, -0.07, -0.43], [-0.86, -0.68, -0.47], [-0.96, 0.11, -0.07], [-3.12, -1.55, 1.38], [0.90, -0.18, 0.44], [0.38, 0.93, -0.14], [0.29, -0.42, 0.14], [-0.03, 1.67, -0.39], [1.84, 0.62, -3.65], [-0.21, -0.92, 0.40], [-1.26, 0.14, 0.54], [0.04, -0.13, 0.11], [-2.68, -3.69, 2.61], [0.41, 1.18, -0.31], [0.65, 0.31, -0.03], [-0.04, -0.03, -0.35], [0.35, 0.58, 0.43], [-0.06, -0.09, 0.01], [-0.33, -0.26, 0.50], [-0.83, 0.44, -0.48], [0.25, 0.30, 0.15], [-0.43, -0.24, -0.02], [0.06, 0.08, -0.11], [0.16, -0.46, -0.42], [-0.48, -0.33, 0.05], [-0.10, -0.16, 0.01], [0.25, -0.15, 0.02], [0.29, 0.26, -0.07], [-0.43, -0.65, -1.06], [0.00, 0.04, 0.09], [-0.73, 0.98, -0.05], [1.31, -0.84, 0.46], [0.71, 0.09, 0.24], [-2.00, -0.37, 0.07], [-0.20, 0.48, 0.21], [0.54, 0.17, 0.41], [0.21, -0.13, 0.31], [0.36, -0.25, -0.09], [0.73, 0.06, -0.07], [0.60, 0.18, 0.13]]
}

---

{
  "formula": "C6H12BeBrN2",
  "method": "ωB97M-V/def2-TZVPD",
  "homo_energy_ha": [-0.0016, 0.0093],
  "total_charge": -1,
  "gap_ev": [2.79, 2.41],
  "energy_ev": -79839.358,
  "elements": ["C", "Be", "N", "H", "H", "H", "H", "H", "H", "H", "H", "Br", "C", "C", "C", "C", "N", "C", "H", "H", "H", "H"],
  "coordinates": [[0.88618, -1.37960, -1.85695], [-1.56922, -0.78794, 0.77612], [-1.76643, -2.19099, -0.18204], [1.28777, -1.80362, -0.92792], [-0.91601, -2.76318, -0.14887], [-2.51635, -0.60391, 1.72423], [0.14030, -2.04739, -2.30901], [1.71757, -1.28314, -2.56857], [0.47344, -0.38096, -1.68269], [-2.55827, -2.77754, 0.09661], [-1.90518, -1.91604, -1.16036], [3.50799, 1.04196, 1.72414], [1.70382, 1.31143, 1.17185], [1.30657, 2.55565, 0.67524], [-0.01383, 2.70714, 0.23912], [-0.88276, 1.62868, 0.28570], [-0.46084, 0.40799, 0.72245], [0.80021, 0.25677, 1.24234], [2.01778, 3.37342, 0.64754], [-0.37541, 3.65825, -0.14230], [-1.93859, 1.70221, -0.00052], [1.06126, -0.70920, 1.67390]],
  "forces_ev_per_angstrom": [[0.37, 0.02, -0.43], [-0.18, 0.75, 0.74], [0.39, -0.06, -0.15], [-0.23, 0.15, -0.13], [-0.13, -0.09, -0.12], [-0.52, -0.15, 0.09], [0.17, 0.19, 0.18], [-0.15, -0.05, 0.14], [-0.04, -0.28, 0.11], [0.18, 0.22, 0.04], [0.00, -0.12, -0.01], [-0.17, 0.04, 0.08], [-1.27, -1.31, 0.00], [1.62, 0.74, 0.06], [-1.87, -0.93, -0.15], [0.46, 2.03, -0.22], [-1.08, -2.11, -0.37], [2.07, 0.84, 0.17], [-0.10, -0.08, -0.09], [0.05, -0.09, 0.12], [0.46, 0.02, 0.02], [-0.02, 0.26, -0.09]]
}

---

{
  "formula": "C6H12Br2N3",
  "method": "ωB97M-V/def2-TZVPD",
  "smiles": "BrNCC[C@@H]1[NH+]=CCCN1Br",
  "homo_energy_ha": -0.4766,
  "total_charge": 1,
  "gap_ev": 8.91,
  "energy_ev": -150962.120,
  "elements": ["Br", "N", "C", "C", "C", "N", "C", "C", "C", "N", "Br", "H", "H", "H", "H", "H", "H", "H", "H", "H", "H", "H", "H"],
  "coordinates": [[-1.27914, 0.35320, -2.68203], [-1.25206, -1.11688, -1.44716], [0.11394, -1.79821, -1.31656], [0.34497, -1.83078, 0.18675], [0.13623, -0.55555, 0.95810], [-1.08536, 0.20512, 0.61456], [-1.14858, 1.48900, 0.46578], [0.10578, 2.24347, 0.47062], [1.24393, 1.34718, 0.05573], [1.35004, 0.15756, 0.89235], [2.09763, 0.58797, 2.63799], [-1.92780, -1.82877, -1.76615], [0.72122, -1.13446, -1.87924], [0.03775, -2.84104, -1.64865], [-0.24075, -2.56633, 0.70527], [1.40742, -2.12837, 0.35867], [-0.02405, -0.87872, 2.08210], [-1.87861, -0.36394, 0.30302], [-2.01180, 2.10049, 0.47816], [0.25774, 2.56579, 1.59497], [0.09556, 3.14422, -0.13330], [0.86073, 0.94622, -0.98070], [2.07521, 1.90283, 0.04972]],
  "forces_ev_per_angstrom": [[-0.12, -0.93, 0.47], [-0.35, -1.16, -1.03], [-2.62, 0.40, 0.99], [1.10, -0.68, -0.23], [-0.30, -1.29, 2.66], [-0.76, 1.25, 0.01], [1.76, -0.57, 0.73], [0.60, 0.56, 2.53], [-4.20, -2.57, -1.35], [1.64, 1.98, 0.58], [-0.55, -0.04, -0.89], [0.27, 0.77, -0.28], [1.38, -0.17, -0.33], [0.40, 0.51, -0.50], [-0.59, -0.78, -0.37], [-0.80, 0.24, 0.09], [0.13, 0.67, -2.16], [0.13, 0.05, 0.50], [-1.51, -0.37, -0.54], [-0.17, -0.27, -1.89], [-0.41, 0.16, 0.01], [1.51, 0.76, 1.49], [3.47, 1.49, -0.48]]
}

---

{
  "formula": "C6H12Br2NO2S",
  "method": "ωB97M-V/def2-TZVPD",
  "homo_energy_ha": [-0.1547, -0.1547],
  "total_charge": -1,
  "gap_ev": [6.86, 6.86],
  "energy_ev": -162919.711,
  "elements": ["C", "C", "C", "C", "C", "C", "N", "O", "O", "S", "Br", "Br", "H", "H", "H", "H", "H", "H", "H", "H", "H", "H", "H", "H"],
  "coordinates": [[0.91917, -3.38130, -0.67514], [0.29262, 3.17599, 0.70329], [0.40086, -2.05297, -0.13004], [-1.07670, 2.70825, 0.31812], [-0.85706, -1.61458, -0.73923], [-0.97735, 1.28647, -0.32229], [-0.95233, 0.24059, 0.39426], [-1.60121, -1.24154, 2.42414], [-2.33806, 1.02601, 2.53607], [-2.25362, -0.16899, 1.69187], [-2.41060, -2.54515, -0.18738], [-3.51508, 1.37659, -0.90990], [1.96956, -3.45746, -0.22196], [0.25841, -4.31748, -0.52316], [0.82176, -3.38525, -1.81365], [0.26224, 4.32598, 0.75032], [1.05824, 2.64371, 0.11963], [0.62365, 2.79429, 1.67591], [0.20115, -2.27590, 1.03508], [0.99844, -1.11787, -0.31456], [-1.51167, 3.44254, -0.40956], [-1.83740, 2.49798, 1.18509], [-1.03700, -1.27940, -1.69468], [-0.72009, 1.27459, -1.36100]],
  "forces_ev_per_angstrom": [[0.18, -0.87, -1.39], [0.65, 0.76, 1.31], [-0.57, -0.36, 2.11], [-2.06, -1.37, 0.39], [-1.70, 1.60, 4.58], [-0.96, 2.07, 0.34], [1.03, -3.03, -1.28], [0.76, -0.89, 0.25], [0.11, 0.38, -0.26], [-1.05, 0.57, 1.21], [0.09, -0.66, -0.80], [-0.62, 0.12, -0.82], [-1.40, -0.59, -1.22], [1.01, 1.67, 0.85], [1.18, 0.29, 1.15], [0.82, -1.77, -0.37], [0.04, 1.13, -0.75], [-0.57, 0.30, 0.36], [0.42, 1.30, -2.49], [0.46, -1.41, 0.51], [0.17, -1.08, 0.51], [1.60, 1.05, -1.42], [0.21, 1.00, -2.08], [0.21, -0.21, -0.70]]
}

---

{
  "formula": "C6H12Br2O2",
  "method": "ωB97M-V/def2-TZVPD",
  "homo_energy_ha": -0.3364,
  "total_charge": 0,
  "gap_ev": 9.65,
  "energy_ev": -150594.059,
  "elements": ["O", "C", "O", "C", "C", "C", "H", "H", "H", "H", "H", "H", "H", "H", "Br", "C", "C", "Br", "H", "H", "H", "H"],
  "coordinates": [[1.78875, -1.19016, -1.48003], [0.80821, -0.72420, -2.11249], [-0.50482, -1.15615, -2.07245], [-1.03449, -1.91289, -1.03394], [-1.39716, -0.83615, 0.07986], [0.95524, 0.47520, -2.97393], [-0.27826, -2.67006, -0.82680], [-1.87356, -2.55009, -1.31328], [-1.93722, -1.36615, 0.86442], [-2.01433, 0.00101, -0.24627], [-0.49441, -0.46459, 0.56472], [1.00076, 1.27700, -2.23694], [0.14529, 0.58112, -3.69564], [1.87258, 0.44514, -3.56188], [1.16370, 1.52307, 4.80844], [0.07699, 1.37061, 3.16496], [0.79804, 1.14540, 1.83074], [-0.57582, 1.46935, 0.48133], [-0.61751, 2.21039, 3.18845], [-0.64007, 0.55580, 3.26500], [1.07003, 0.09485, 1.72839], [1.68797, 1.72147, 1.57725]],
  "forces_ev_per_angstrom": [[-3.66, 0.90, -1.48], [1.87, -1.99, 1.82], [1.34, 1.32, -2.16], [0.28, 0.43, 1.95], [-0.24, -4.87, -0.12], [-0.08, -0.09, -0.64], [0.20, 0.22, 1.15], [-0.34, 0.73, -0.71], [-0.35, -0.08, 0.17], [-0.05, -1.09, -0.58], [-0.53, -1.85, -0.68], [-0.09, 0.40, -0.39], [-0.20, 0.20, 0.42], [0.15, -0.07, 0.42], [-0.24, -0.25, -0.86], [-0.64, 0.00, 0.02], [-0.10, 0.03, 0.37], [1.89, 5.74, 0.82], [0.72, 0.46, -0.25], [0.45, -0.40, 0.42], [-0.02, -0.05, 0.00], [-0.36, 0.31, 0.34]]
}